1.
The following is a quantum chemistry calculation of an isolated molecule of C4H4S2 at a distorted geometry, from the Open Molecules 2025 dataset.

The geometry in ORCA input format:
```
! wB97M-V def2-TZVPD RIJCOSX def2/J DEFGRID3
* xyz 0 1
C 0.04 -1.98 -0.97
C -0.11 -0.86 -0.17
C 1.01 0.05 0.03
S 1.97 0.72 -1.07
C -1.36 -0.43 0.40
S -1.76 0.84 1.41
H -0.85 -2.57 -1.07
H 1.01 -2.17 -1.38
H 1.14 0.33 1.04
H -2.16 -1.15 0.20
*
```

Results
HOMO-LUMO gap, eV: 7.409
SMILES: C=C(C=S)C=S
LUMO level, eV: -1.422
Energy above the lowest of the compared OMol25 structures with the same formula, charge and spin, kJ/mol: 167.9

natural (NBO) population analysis, charges in e, atoms 1 to 5: -0.235, -0.206, -0.281, 0.096, -0.256


2.
The following is a quantum chemistry calculation of a cluster of 22 separate species, C4H53NO22PS in total at a distorted geometry, from the Open Molecules 2025 dataset.

The geometry in ORCA input format:
```
! wB97M-V def2-TZVPD RIJCOSX def2/J DEFGRID3
* xyz 1 1
C -3.01 -0.41 2.09
C -2.04 -1.39 2.64
C -2.55 -2.64 3.26
N -0.74 -1.23 2.69
S -0.12 -0.34 1.42
P 1.68 -1.53 0.90
C 1.26 -2.22 -0.72
O 2.76 -0.37 0.58
H -2.65 0.18 1.25
H -3.33 0.25 2.89
H -3.88 -0.95 1.74
H -3.62 -2.72 3.23
H -2.02 -3.48 2.83
H -2.25 -2.60 4.31
H 0.46 0.75 1.96
H 1.82 -1.74 -1.51
H 1.58 -3.26 -0.68
H 0.20 -2.21 -0.95
H 2.40 0.37 0.07
O 0.56 -3.42 -3.24
H 1.17 -3.28 -3.98
H -0.21 -3.82 -3.65
O 1.60 0.84 -1.83
H 2.19 1.01 -2.58
H 0.84 0.41 -2.24
O 2.81 0.12 4.03
H 2.45 1.01 4.01
H 2.74 -0.20 3.12
O 2.23 1.92 -4.64
H 1.86 2.82 -4.61
H 2.15 1.64 -5.55
O -4.63 -2.52 5.70
H -4.27 -1.67 5.98
H -4.50 -3.09 6.46
O 1.26 4.70 -4.48
H 1.17 5.00 -3.57
H 1.69 5.42 -4.94
O -3.21 -0.72 -1.33
H -3.24 0.25 -1.31
H -2.63 -0.96 -0.60
O -4.74 1.62 -2.31
H -4.51 1.09 -3.08
H -5.46 1.14 -1.89
O -2.80 2.01 4.08
H -1.97 1.65 4.41
H -2.64 2.96 4.06
O 0.15 -4.31 3.59
H 0.08 -3.35 3.61
H 0.79 -4.51 4.28
O -5.68 3.88 -4.06
H -5.23 4.68 -3.76
H -5.59 3.26 -3.33
O 2.94 3.57 -0.56
H 2.46 2.79 -0.84
H 3.15 3.45 0.37
O 3.29 -0.41 -5.73
H 4.22 -0.19 -5.80
H 3.08 -0.28 -4.81
O -1.98 4.45 2.16
H -1.39 4.58 1.40
H -2.74 3.99 1.79
O -5.34 -2.68 -2.83
H -4.72 -2.03 -2.50
H -5.34 -3.39 -2.17
O 4.04 -0.19 7.10
H 3.70 0.71 7.09
H 3.96 -0.49 6.19
O 5.22 1.97 3.06
H 5.49 1.43 2.30
H 4.49 1.48 3.45
O 7.99 1.52 4.47
H 7.54 1.85 5.25
H 7.57 1.99 3.74
O -0.82 1.36 -5.40
H 0.02 0.97 -5.13
H -0.67 2.31 -5.35
O -1.30 -0.89 -3.52
H -1.75 -0.59 -2.72
H -1.74 -0.40 -4.24
O 2.49 -5.73 -4.00
H 3.43 -5.55 -4.04
H 2.26 -5.64 -3.07
*
```

Results
HOMO-LUMO gap, eV: 8.640
LUMO level, eV: -3.993

Mulliken population analysis, charges in e, atoms 1 to 5: -1.356, 1.208, -1.512, -0.189, 0.112


3.
The following is a quantum chemistry calculation of a structure of composition C4H5AgLiO5 at a distorted geometry, from the Open Molecules 2025 dataset.

The geometry in ORCA input format:
```
! wB97M-V def2-TZVPD RIJCOSX def2/J DEFGRID3
* xyz 2 2
O -0.76 0.03 5.14
C 0.14 -0.77 5.01
O 0.64 -1.61 5.74
O 0.70 -0.72 3.62
C 1.15 -1.66 1.51
C 0.64 -1.74 2.87
Li 0.37 -1.95 7.55
H 1.01 -2.62 1.00
H 0.48 -0.95 0.98
H 2.24 -1.52 1.75
H -0.01 -2.56 3.19
Ag -1.95 1.99 4.40
O 2.58 0.35 -0.98
C 3.11 0.37 -2.05
O 3.69 1.39 -2.61
H 4.18 1.14 -3.41
*
```

Results
HOMO-LUMO gap (alpha / beta), eV: 4.518 / 8.063
LUMO level (alpha / beta), eV: -8.518 / -8.518
Energy above the lowest of the compared OMol25 structures with the same formula, charge and spin, kJ/mol: 32.0

natural (NBO) population analysis, charges in e, atoms 1 to 5: -0.744, 1.011, -0.773, -0.421, -0.736


4.
The following is a quantum chemistry calculation of a cluster of 2 separate species, C4H5BS in total at a distorted geometry, from the Open Molecules 2025 dataset.

The geometry in ORCA input format:
```
! wB97M-V def2-TZVPD RIJCOSX def2/J DEFGRID3
* xyz 0 1
B 0.67 3.03 -0.26
C -0.18 -2.00 0.56
C -0.30 -0.60 0.47
C 0.26 -2.62 -0.57
C 0.27 -0.20 -0.68
S 0.85 -1.45 -1.72
H -0.40 2.87 -0.13
H 1.35 3.91 -0.37
H -0.37 -2.39 1.60
H -0.82 0.12 1.09
H 0.34 -3.68 -0.61
*
```

Results
HOMO-LUMO gap (alpha / beta), eV: 6.919 / 8.742
LUMO level (alpha / beta), eV: -0.936 / -0.241
Energy above the lowest of the compared OMol25 structures with the same formula, charge and spin, kJ/mol: 491.6

natural (NBO) population analysis, charges in e, atoms 1 to 5: 0.430, -0.249, -0.414, -0.427, -0.092


5.
The following is a quantum chemistry calculation of a structure of composition C4H5BaO2 at a distorted geometry, from the Open Molecules 2025 dataset.

The geometry in ORCA input format:
```
! wB97M-V def2-TZVPD RIJCOSX def2/J DEFGRID3
* xyz 3 1
H -0.52 1.91 0.38
C 0.12 0.50 -0.37
C -0.97 0.77 0.51
O -2.10 0.33 0.49
Ba -4.69 0.63 1.53
H 0.26 1.11 -1.26
O 2.51 -0.52 0.61
C 1.44 -0.52 -0.01
C 0.52 -1.24 -0.75
H 2.85 0.36 0.87
H -0.15 -1.91 -0.20
H 0.73 -1.43 -1.80
*
```

Results
HOMO-LUMO gap, eV: 8.938
LUMO level, eV: -12.092
Energy above the lowest of the compared OMol25 structures with the same formula, charge and spin, kJ/mol: 214.0

natural (NBO) population analysis, charges in e, atoms 1 to 5: 0.217, -0.449, 0.453, -0.631, 1.989


6.
The following is a quantum chemistry calculation of an isolated molecule of C4H5BrO at a distorted geometry, from the Open Molecules 2025 dataset.

The geometry in ORCA input format:
```
! wB97M-V def2-TZVPD RIJCOSX def2/J DEFGRID3
* xyz 0 1
O -1.02 -2.12 0.25
C 0.18 -1.38 0.19
C 0.02 0.02 0.36
C -0.73 1.47 -0.14
Br -1.36 2.95 0.77
C 0.71 1.15 -0.44
H -1.85 -1.55 0.59
H 0.78 -1.62 0.98
H 0.69 -1.50 -0.88
H 1.57 1.70 -0.17
H 1.02 0.88 -1.50
*
```

Results
HOMO-LUMO gap (alpha / beta), eV: 8.109 / 7.731
SMILES: OCC1=C(Br)C1
LUMO level (alpha / beta), eV: -0.469 / -0.775
Energy above the lowest of the compared OMol25 structures with the same formula, charge and spin, kJ/mol: 548.6

natural (NBO) population analysis, charges in e, atoms 1 to 5: -0.718, -0.153, 0.104, -0.124, 0.144


7.
The following is a quantum chemistry calculation of an isolated molecule of C4H5Cl at a distorted geometry, from the Open Molecules 2025 dataset.

The geometry in ORCA input format:
```
! wB97M-V def2-TZVPD RIJCOSX def2/J DEFGRID3
* xyz 0 1
C -2.47 -0.74 -0.02
C -2.00 0.53 0.09
C -0.52 0.76 -0.02
C 0.41 -0.24 -0.14
Cl 2.11 -0.09 0.03
H -3.55 -0.78 -0.26
H -2.00 -1.47 0.69
H -2.52 1.44 -0.18
H -0.25 1.72 0.13
H 0.02 -1.28 -0.33
*
```

Results
HOMO-LUMO gap, eV: 8.850
SMILES: C=C/C=C/Cl
LUMO level, eV: 0.116
Energy above the lowest of the compared OMol25 structures with the same formula, charge and spin, kJ/mol: 96.4

natural (NBO) population analysis, charges in e, atoms 1 to 5: -0.407, -0.186, -0.250, -0.210, 0.020


8.
The following is a quantum chemistry calculation of an isolated molecule of C4H5ClFN at a distorted geometry, from the Open Molecules 2025 dataset.

The geometry in ORCA input format:
```
! wB97M-V def2-TZVPD RIJCOSX def2/J DEFGRID3
* xyz 0 1
C -0.16 2.03 1.22
C -0.12 0.95 0.73
C 0.11 -0.44 0.27
N 1.48 -0.52 -0.32
C -0.94 -0.85 -0.81
F -2.11 -1.09 -0.17
Cl -1.32 0.30 -2.16
H -0.13 3.02 1.68
H -0.09 -1.24 1.02
H 2.23 -0.79 0.35
H 1.70 0.44 -0.45
H -0.63 -1.80 -1.33
*
```

Results
HOMO-LUMO gap, eV: 10.974
SMILES: C#C[C@H](N)[C@@H](F)Cl
LUMO level, eV: 0.852
Energy above the lowest of the compared OMol25 structures with the same formula, charge and spin, kJ/mol: 127.7

natural (NBO) population analysis, charges in e, atoms 1 to 5: -0.213, -0.045, -0.175, -0.807, 0.227


9.
The following is a quantum chemistry calculation of an isolated molecule of C4H5ClFNO3S at a distorted geometry, from the Open Molecules 2025 dataset.

The geometry in ORCA input format:
```
! wB97M-V def2-TZVPD RIJCOSX def2/J DEFGRID3
* xyz 0 3
C 0.42 -0.67 -0.29
C -2.03 0.84 1.35
C -0.98 0.00 2.06
C 1.93 -0.55 -1.37
N 1.66 0.42 -2.43
O -0.54 -1.02 -0.86
O 1.23 0.11 -3.47
O 1.79 1.56 -2.02
F 2.96 -0.14 -0.62
S 0.68 -0.20 1.28
Cl 2.14 -2.18 -2.01
H -1.97 1.83 0.97
H -2.11 0.35 0.37
H -2.93 0.68 1.94
H -1.37 -1.06 1.98
H -0.87 0.03 3.11
*
```

Results
HOMO-LUMO gap (alpha / beta), eV: 5.803 / 5.818
LUMO level (alpha / beta), eV: -0.248 / -4.396

natural (NBO) population analysis, charges in e, atoms 1 to 5: 0.195, -0.638, -0.527, 0.432, 0.364


10.
The following is a quantum chemistry calculation of a cluster of 2 separate species, C4H5ClFNO4 in total at a distorted geometry, from the Open Molecules 2025 dataset.

The geometry in ORCA input format:
```
! wB97M-V def2-TZVPD RIJCOSX def2/J DEFGRID3
* xyz 0 1
C 2.45 2.12 0.08
C 1.24 1.31 0.30
O 1.07 0.56 1.20
O 0.45 1.26 -0.83
N -0.68 0.33 -0.71
O -0.71 -0.72 -1.37
C -1.65 0.66 0.12
F -1.48 1.86 0.78
Cl -3.04 -0.16 0.46
H 3.37 1.61 0.30
H 2.31 3.09 0.38
H 2.42 2.44 -0.95
C -1.48 -3.59 0.04
O -2.53 -4.12 0.23
H -1.02 -3.42 -0.95
H -0.73 -3.23 0.91
*
```

Results
HOMO-LUMO gap, eV: 9.936
SMILES: CC(=O)O/[N+]([O-])=C(\F)Cl.C=O
LUMO level, eV: 0.492
Energy above the lowest of the compared OMol25 structures with the same formula, charge and spin, kJ/mol: 202.3

natural (NBO) population analysis, charges in e, atoms 1 to 5: -0.730, 0.788, -0.544, -0.368, 0.280


11.
The following is a quantum chemistry calculation of an isolated molecule of C4H5ClFNS at a distorted geometry, from the Open Molecules 2025 dataset.

The geometry in ORCA input format:
```
! wB97M-V def2-TZVPD RIJCOSX def2/J DEFGRID3
* xyz 0 1
C 0.24 -1.13 0.97
C 2.16 0.16 0.05
C -0.30 1.08 0.87
C -1.25 -0.56 -0.88
N -0.59 -0.22 0.41
F 0.20 -2.21 0.20
S 1.53 1.67 0.24
Cl 3.68 -0.12 -0.67
H -0.90 2.05 0.57
H -0.27 1.04 1.91
H -1.22 0.30 -1.64
H -0.90 -1.44 -1.22
H -2.37 -0.61 -0.80
*
```

Results
HOMO-LUMO gap, eV: 7.746
LUMO level, eV: -0.266
Energy above the lowest of the compared OMol25 structures with the same formula, charge and spin, kJ/mol: 436.6

natural (NBO) population analysis, charges in e, atoms 1 to 5: 0.428, -0.369, -0.242, -0.433, -0.498


12.
The following is a quantum chemistry calculation of a structure of composition C4H5ClN2 at a distorted geometry, from the Open Molecules 2025 dataset.

The geometry in ORCA input format:
```
! wB97M-V def2-TZVPD RIJCOSX def2/J DEFGRID3
* xyz 0 1
C 0.86 0.88 -0.02
C 2.27 1.03 0.00
C 0.56 -0.53 -0.07
C -0.87 -1.01 -0.14
N 1.50 -1.38 -0.13
N 2.92 -0.13 -0.15
Cl 4.55 -0.19 0.07
H 0.04 1.59 -0.03
H 2.77 1.92 0.33
H -1.37 -0.46 -0.96
H -0.75 -2.12 -0.52
H -1.35 -0.90 0.88
*
```

Results
HOMO-LUMO gap, eV: 8.224
LUMO level, eV: -0.172
Energy above the lowest of the compared OMol25 structures with the same formula, charge and spin, kJ/mol: 411.4

natural (NBO) population analysis, charges in e, atoms 1 to 5: -0.414, 0.053, 0.141, -0.638, -0.142